No. 1
DFT (the ωB97M-V functional and the def2-TZVPD basis) results for a molecular structure, C34H40F4NO6PSi2 in a non-equilibrium geometry.

Element x y z (Å)
C 9.4921 1.0727 0.0977
C 9.2574 -0.2643 0.1463
C 8.0260 -0.7708 0.7769
O 7.3594 -0.0710 1.4842
O 7.6930 -2.0359 0.4457
C 6.5072 -2.0581 -0.3935
C 5.2737 -2.2922 0.4719
C 3.9735 -2.2600 -0.3444
C 2.8022 -1.6656 0.4835
C 1.5994 -2.6162 0.6644
C 0.3226 -2.2143 -0.0928
Si -0.4561 -0.5915 0.4363
N 0.6060 0.4109 1.4356
C 0.7788 0.0054 2.5709
O 0.8991 -0.3099 3.6963
O -1.9233 -0.8228 1.2192
Si -2.7810 0.5650 1.6165
P -0.8792 0.5148 -1.5028
O -0.9433 2.1633 -1.2266
O -2.3703 -0.0626 -1.9608
H 9.6300 1.6044 1.0297
H 9.5750 1.5669 -0.8597
H 9.9837 -0.9308 -0.3067
H 6.6121 -2.7958 -1.1789
H 6.4174 -1.0540 -0.8068
H 5.4102 -3.2630 0.9524
H 5.3032 -1.5425 1.2553
H 4.1682 -1.5810 -1.1747
H 3.7494 -3.2445 -0.7437
H 3.1992 -1.4665 1.4760
H 2.5464 -0.7008 0.0579
H 1.3834 -2.7684 1.7188
H 1.9124 -3.5874 0.2850
H -0.4315 -2.9729 0.1361
H 0.4363 -2.2370 -1.1747
H -4.1230 0.5118 1.0325
H -2.0897 1.8088 1.2329
H -2.9036 0.5938 3.0895
H -1.7975 2.4751 -1.5446
H -3.0902 0.3481 -1.4623
F -6.8074 1.8393 -2.8150
C -6.9772 0.5094 -2.6604
C -5.8658 -0.3011 -2.5554
C -6.0393 -1.6668 -2.3909
C -7.3189 -2.2033 -2.3435
C -8.4258 -1.3721 -2.4556
C -8.2571 -0.0036 -2.6105
H -4.8781 0.1357 -2.6033
H -5.1755 -2.3114 -2.3001
H -7.4527 -3.2696 -2.2191
H -9.4230 -1.7898 -2.4229
H -9.1066 0.6618 -2.6916
F 12.6737 1.8928 1.6489
C 13.0590 0.6925 2.1261
C 13.6299 -0.2226 1.2641
C 14.0283 -1.4560 1.7579
C 13.8428 -1.7621 3.0988
C 13.2627 -0.8316 3.9493
C 12.8714 0.4073 3.4635
H 13.7586 0.0321 0.2203
H 14.4835 -2.1792 1.0947
H 14.1507 -2.7265 3.4803
H 13.1137 -1.0703 4.9935
H 12.4245 1.1486 4.1127
F -9.6628 8.2262 -5.2075
C -9.0838 7.0891 -4.7752
C -8.4046 6.2954 -5.6777
C -7.8056 5.1273 -5.2288
C -7.9007 4.7639 -3.8921
C -8.5921 5.5734 -3.0011
C -9.1850 6.7479 -3.4416
H -8.3482 6.5921 -6.7167
H -7.2641 4.4993 -5.9234
H -7.4372 3.8528 -3.5470
H -8.6704 5.2897 -1.9600
H -9.7211 7.3960 -2.7610
F -6.1352 0.1827 1.7584
C -6.5949 -0.8715 2.4633
C -6.1479 -1.0634 3.7547
C -6.6260 -2.1471 4.4766
C -7.5320 -3.0247 3.8970
C -7.9656 -2.8167 2.5946
C -7.4990 -1.7296 1.8707
H -5.4353 -0.3718 4.1853
H -6.2904 -2.3068 5.4922
H -7.9000 -3.8712 4.4613
H -8.6683 -3.5024 2.1409
H -7.8301 -1.5452 0.8563

Values from the calculation:
**Relative energy (zero: lowest compared OMol25 entry of this formula, charge and spin)**: 0.00 kJ/mol
**Highest occupied orbital energy**: -7.999 eV
**Max |F|**: 2.45 eV Å⁻¹
**LUMO**: -0.0145 hartree
**Frontier orbital gap**: 7.61 eV
**Total energy**: -3145.600046 Ha

=====

No. 2
DFT (the ωB97M-V functional and the def2-TZVPD basis) results for a molecular structure, C34H40GeN6O4S2Ti.

Element x y z (Å)
Ti 0.1649 -0.5930 0.1919
C 1.4957 -3.4853 2.0697
C 1.0510 -4.2495 1.0039
C -0.2343 -4.0668 0.5072
C -1.0707 -3.1159 1.0780
C -0.6283 -2.3359 2.1557
C 0.6642 -2.5323 2.6438
H 2.4943 -3.6343 2.4579
H 1.6970 -5.0036 0.5737
H -0.5969 -4.6969 -0.2971
H -2.0881 -3.0043 0.7297
H -1.3117 -1.6680 2.6656
H 1.0111 -1.9406 3.4824
N -0.1134 -1.6180 -1.7758
C -1.5444 -1.7090 -2.1670
C -1.6950 -1.6945 -3.6863
C -3.0980 -1.5900 -4.2876
C -4.0783 -2.7075 -3.9333
N -4.6859 -2.5860 -2.6036
C -5.5874 -1.6684 -2.2669
N -6.0707 -0.8278 -3.1743
N -6.0506 -1.6181 -1.0178
C -2.2936 -0.6368 -1.3502
O -3.2515 -0.0365 -1.7844
O -1.8237 -0.5393 -0.1309
H 0.3811 -1.0417 -2.4568
H 0.3296 -2.5338 -1.8005
H -1.9064 -2.6597 -1.7587
H -1.2112 -2.5990 -4.0685
H -1.1188 -0.8474 -4.0715
H -2.9819 -1.5975 -5.3729
H -3.5234 -0.6266 -4.0117
H -3.5931 -3.6828 -3.9620
H -4.8796 -2.7522 -4.6749
H -4.4209 -3.2481 -1.8944
H -5.7462 -0.8405 -4.1243
H -6.7191 -0.1053 -2.9133
H -5.6485 -2.1806 -0.2891
H -6.7103 -0.9122 -0.7398
O 5.3466 1.4567 -0.3754
C 5.3644 0.6418 0.6884
C 6.5851 0.4711 1.3428
C 6.6787 -0.3453 2.4476
C 5.5563 -1.0184 2.9389
C 4.3508 -0.8610 2.2987
C 4.2283 -0.0385 1.1670
C 2.9242 0.0930 0.5360
O 1.9062 -0.6084 1.0041
N 2.7467 0.8952 -0.4758
N 1.4223 0.8598 -0.9067
C 1.1402 1.7195 -1.8286
S -0.4849 1.8675 -2.4361
C 0.0084 2.8216 -3.9043
C 1.1345 3.7398 -3.4778
S 2.3350 2.7704 -2.5195
H 4.4379 1.4994 -0.7275
H 7.4453 0.9991 0.9550
H 7.6350 -0.4625 2.9397
H 5.6366 -1.6542 3.8093
H 3.4639 -1.3613 2.6622
H -0.8639 3.3847 -4.2326
H 0.3193 2.1353 -4.6902
H 0.7687 4.5504 -2.8483
H 1.6580 4.1540 -4.3379
Ge -0.8285 1.3183 2.0901
C 0.2754 0.9281 3.6164
C 1.6489 1.1764 3.6458
C 2.3925 0.8344 4.7641
C 1.7745 0.2342 5.8537
C 0.4097 -0.0230 5.8315
C -0.3379 0.3175 4.7142
C -0.6306 2.9312 1.0605
C -1.7846 3.5152 0.5336
C -1.7033 4.7068 -0.1709
C -0.4681 5.3091 -0.3689
C 0.6879 4.7209 0.1319
C 0.6105 3.5353 0.8455
H -2.2946 0.9540 2.3389
H 2.1499 1.6288 2.7992
H 3.4560 1.0328 4.7809
H 2.3579 -0.0310 6.7253
H -0.0720 -0.4818 6.6845
H -1.4046 0.1213 4.7067
H -2.7488 3.0441 0.6853
H -2.6023 5.1698 -0.5554
H -0.4061 6.2493 -0.9017
H 1.6490 5.1955 -0.0182
H 1.5189 3.0891 1.2315

Values from the calculation:
**Net charge**: +2
**Relative energy (zero: lowest compared OMol25 entry of this formula, charge and spin)**: 20.41 kJ/mol
**Highest occupied orbital energy (alpha / beta)**: -12.307 / -12.318 eV
**Max |F|**: 0.79 eV Å⁻¹
**Spin multiplicity**: 3
**LUMO (alpha / beta)**: -0.1871 / -0.2371 hartree
**Frontier orbital gap (alpha / beta)**: 7.22 / 5.87 eV
**Total energy**: -5671.519339 Ha

=====

No. 3
DFT (the ωB97M-V functional and the def2-TZVPD basis) results for a molecular structure, C34H40InN4 in a non-equilibrium geometry.

Element x y z (Å)
In -0.1395 -0.1172 0.9347
N -1.6948 -2.4955 4.0909
N 0.0441 2.2963 2.2617
C -1.9253 -0.3814 -2.0454
C -2.8577 -0.1928 -0.9833
C -2.9341 -1.4161 -0.2567
C -3.7314 -1.6699 0.9283
H -4.5561 -0.9651 1.0564
H -2.9775 -1.4986 1.9899
H -4.0598 -2.7125 1.0045
C -2.0341 -2.3443 -0.8531
C -1.8303 -3.7361 -0.4084
H -2.5731 -4.3825 -0.9078
H -1.9664 -3.8503 0.6762
H -0.8320 -4.1114 -0.6769
C -1.4391 -1.7160 -1.9777
C -0.4769 -2.3603 -2.8987
H 0.2553 -2.9616 -2.3403
H 0.0684 -1.6138 -3.4896
H -0.9840 -3.0370 -3.6071
C -3.6273 1.0361 -0.7006
H -4.5416 1.0666 -1.3208
H -3.0505 1.9444 -0.9364
H -3.9371 1.0793 0.3525
C -1.5108 0.6669 -3.0042
H -0.5323 0.4299 -3.4458
H -1.4221 1.6412 -2.4956
H -2.2342 0.7913 -3.8316
C -0.8454 -3.2794 4.7447
H -1.3073 -4.2009 5.0088
C 0.4582 -2.9501 5.0621
H 1.0099 -3.6685 5.6264
C 0.9809 -1.7164 4.6576
H 1.9931 -1.4402 4.9298
C 0.2154 -0.8529 3.8692
H 0.5320 0.1482 3.5519
C -1.0921 -1.4581 3.4011
C -1.9381 -1.1696 2.2247
H -1.9861 0.0019 2.3681
C 0.4427 2.1449 1.0421
C -0.4008 3.5399 2.5431
H -0.9445 3.6385 3.4474
C 0.0925 4.3319 1.5513
H 0.0941 5.4098 1.5432
N 0.6834 3.4725 0.5526
C 0.7279 3.7096 -0.8711
C -0.3248 4.4755 -1.4482
C -0.1919 4.8011 -2.7806
H -0.8766 5.5105 -3.2199
C 0.8407 4.2638 -3.5510
C 1.0620 4.7646 -4.9501
H 1.4057 3.9709 -5.6375
H 1.8425 5.5525 -4.9609
H 0.1467 5.2168 -5.3727
C 1.7366 3.3494 -2.9945
H 2.5105 2.9192 -3.6091
C 1.7081 3.0405 -1.6540
C 2.6546 2.0962 -0.9846
H 2.4974 2.0835 0.1068
H 3.6923 2.3910 -1.1906
H 2.5231 1.0705 -1.3509
C -1.5177 4.8198 -0.6124
H -1.2459 5.3633 0.2880
H -2.0984 3.9371 -0.3165
H -2.1698 5.4932 -1.1625
C 4.5289 -4.9849 1.4512
C 3.5328 -3.9413 1.0379
C 2.2677 -3.9212 1.6246
C 1.3703 -2.9117 1.2785
N 1.7344 -1.8543 0.5226
C 2.8736 -1.9735 -0.1979
C 3.8234 -2.9632 0.0828
H 4.7917 -4.8797 2.5133
H 4.1324 -6.0014 1.3231
H 5.4491 -4.8990 0.8647
H 1.9567 -4.6587 2.3622
H 0.3260 -2.9548 1.6229
H 3.0172 -1.2703 -1.0264
H 4.7852 -2.9563 -0.4264

Values from the calculation:
**Net charge**: -1
**Highest occupied orbital energy (alpha / beta)**: -2.018 / -2.524 eV
**Max |F|**: 8.68 eV Å⁻¹
**LUMO (alpha / beta)**: 0.0876 / 0.0881 hartree
**Frontier orbital gap (alpha / beta)**: 4.40 / 4.92 eV
**Total energy**: -1728.465158 Ha

=====

Please write out number 3 again, unchanged.
DFT (the ωB97M-V functional and the def2-TZVPD basis) results for a molecular structure, C34H40InN4 in a non-equilibrium geometry.

Element x y z (Å)
In -0.1395 -0.1172 0.9347
N -1.6948 -2.4955 4.0909
N 0.0441 2.2963 2.2617
C -1.9253 -0.3814 -2.0454
C -2.8577 -0.1928 -0.9833
C -2.9341 -1.4161 -0.2567
C -3.7314 -1.6699 0.9283
H -4.5561 -0.9651 1.0564
H -2.9775 -1.4986 1.9899
H -4.0598 -2.7125 1.0045
C -2.0341 -2.3443 -0.8531
C -1.8303 -3.7361 -0.4084
H -2.5731 -4.3825 -0.9078
H -1.9664 -3.8503 0.6762
H -0.8320 -4.1114 -0.6769
C -1.4391 -1.7160 -1.9777
C -0.4769 -2.3603 -2.8987
H 0.2553 -2.9616 -2.3403
H 0.0684 -1.6138 -3.4896
H -0.9840 -3.0370 -3.6071
C -3.6273 1.0361 -0.7006
H -4.5416 1.0666 -1.3208
H -3.0505 1.9444 -0.9364
H -3.9371 1.0793 0.3525
C -1.5108 0.6669 -3.0042
H -0.5323 0.4299 -3.4458
H -1.4221 1.6412 -2.4956
H -2.2342 0.7913 -3.8316
C -0.8454 -3.2794 4.7447
H -1.3073 -4.2009 5.0088
C 0.4582 -2.9501 5.0621
H 1.0099 -3.6685 5.6264
C 0.9809 -1.7164 4.6576
H 1.9931 -1.4402 4.9298
C 0.2154 -0.8529 3.8692
H 0.5320 0.1482 3.5519
C -1.0921 -1.4581 3.4011
C -1.9381 -1.1696 2.2247
H -1.9861 0.0019 2.3681
C 0.4427 2.1449 1.0421
C -0.4008 3.5399 2.5431
H -0.9445 3.6385 3.4474
C 0.0925 4.3319 1.5513
H 0.0941 5.4098 1.5432
N 0.6834 3.4725 0.5526
C 0.7279 3.7096 -0.8711
C -0.3248 4.4755 -1.4482
C -0.1919 4.8011 -2.7806
H -0.8766 5.5105 -3.2199
C 0.8407 4.2638 -3.5510
C 1.0620 4.7646 -4.9501
H 1.4057 3.9709 -5.6375
H 1.8425 5.5525 -4.9609
H 0.1467 5.2168 -5.3727
C 1.7366 3.3494 -2.9945
H 2.5105 2.9192 -3.6091
C 1.7081 3.0405 -1.6540
C 2.6546 2.0962 -0.9846
H 2.4974 2.0835 0.1068
H 3.6923 2.3910 -1.1906
H 2.5231 1.0705 -1.3509
C -1.5177 4.8198 -0.6124
H -1.2459 5.3633 0.2880
H -2.0984 3.9371 -0.3165
H -2.1698 5.4932 -1.1625
C 4.5289 -4.9849 1.4512
C 3.5328 -3.9413 1.0379
C 2.2677 -3.9212 1.6246
C 1.3703 -2.9117 1.2785
N 1.7344 -1.8543 0.5226
C 2.8736 -1.9735 -0.1979
C 3.8234 -2.9632 0.0828
H 4.7917 -4.8797 2.5133
H 4.1324 -6.0014 1.3231
H 5.4491 -4.8990 0.8647
H 1.9567 -4.6587 2.3622
H 0.3260 -2.9548 1.6229
H 3.0172 -1.2703 -1.0264
H 4.7852 -2.9563 -0.4264

Values from the calculation:
**Net charge**: -1
**Highest occupied orbital energy (alpha / beta)**: -2.018 / -2.524 eV
**Max |F|**: 8.68 eV Å⁻¹
**LUMO (alpha / beta)**: 0.0876 / 0.0881 hartree
**Frontier orbital gap (alpha / beta)**: 4.40 / 4.92 eV
**Total energy**: -1728.465158 Ha